Molecular formula: C8H17ErO3P2
Method: DFT, ωB97M-V/def2-TZVPD

HOMO energy (spin up / spin down): -5.19 / -5.21 eV
F_max: 3.58 eV/A
orbital gap (spin up / spin down): 0.122 / 0.124 Eh
⟨S²⟩: 3.76
spin multiplicity: 4
electronic energy: -2238.25659 Ha

```
31
C8H17ErO3P2 (ωB97M-V/def2-TZVPD)
C -0.50 0.53 -2.45
C -0.90 1.82 -2.81
C 0.03 2.76 -2.28
C 1.07 2.08 -1.59
C 0.84 0.70 -1.64
Er -1.80 -0.70 1.42
P -0.28 -2.56 0.14
H -0.98 -0.42 -2.67
H -1.80 2.06 -3.38
H -0.03 3.84 -2.40
H 1.43 -0.10 -1.22
H 1.90 2.55 -1.05
H 1.04 -2.38 -0.40
H -0.92 -3.03 -1.07
H -0.05 -3.85 0.73
C 1.89 -1.81 4.11
O 1.02 -0.82 3.55
P -0.63 -0.95 3.65
O -1.03 -0.87 5.23
C -0.65 0.20 6.12
O -0.64 0.87 1.29
C 0.21 1.95 1.60
H 2.45 -2.27 3.30
H 1.33 -2.58 4.66
H 2.58 -1.29 4.78
H -1.51 0.36 6.77
H 0.20 -0.14 6.72
H -0.40 1.12 5.59
H -0.37 2.88 1.55
H 0.59 1.81 2.62
H 1.03 2.00 0.89
```